1.
Here is C40H34ClN11OSSn as an isolated structure from the OMol25 dataset. Energies are from ωB97M-V with the def2-TZVPD basis set.

## Properties
* ΔE to the lowest compared entry with this formula, charge and spin: 3.631 eV
* HOMO-LUMO gap: 6.9929 eV
* total energy: -89659.6559 eV

```
89
C40H34ClN11OSSn, DFT ωB97M-V with the def2-TZVPD basis set
Sn -0.24025 -0.34849 0.82178
Cl -7.37509 -0.36823 -0.85921
C -5.69866 -0.78846 -0.64484
C -5.10972 -1.62991 -1.72378
C -3.61925 -1.93519 -1.48134
C -2.93460 -1.53480 -0.21319
O -1.72499 -1.85769 -0.11718
C -3.66089 -0.79087 0.74436
C -3.13861 -0.54971 2.01363
N -1.88226 -0.70932 2.39323
C -1.60273 -0.70623 3.75707
C -2.47868 -1.12702 4.73080
C -2.13252 -1.06824 6.09616
C -0.90709 -0.61881 6.49481
C 0.03933 -0.22264 5.52038
C 1.33580 0.23892 5.84491
C 2.20045 0.58621 4.84920
C 1.77492 0.46503 3.51421
N 0.57527 0.06606 3.17688
C -0.30351 -0.27837 4.15512
C -5.05381 -0.43588 0.46206
H -5.73304 -2.51563 -1.85787
H -3.35818 -2.97337 -1.69776
H -3.84785 -0.20052 2.76852
H -3.44097 -1.53436 4.44997
H -2.85467 -1.39777 6.83177
H -0.63944 -0.57276 7.54263
H 1.62778 0.30268 6.88624
H 3.20287 0.92997 5.06146
H 2.46365 0.67854 2.70199
H -5.58102 0.14184 1.21278
C 2.48232 -0.35657 -2.76554
N 1.36828 -1.06815 -2.23242
C 0.35604 -1.58849 -3.11012
C -0.99323 -0.95129 -2.94443
N -1.20891 0.13641 -2.30392
C -2.60408 0.30627 -2.34259
C -3.26742 1.46232 -2.33586
C -4.64409 1.51590 -2.82403
C -5.28553 0.43969 -3.28093
C -4.73867 -0.93772 -3.09503
C -3.23059 -1.02464 -2.68873
N -2.12991 -1.57665 -3.47732
C 1.72918 1.82571 -1.63001
N 0.76376 2.66186 -1.86864
C 0.51754 3.27234 -0.65336
C -0.43377 4.23410 -0.31966
C -0.47624 4.68396 0.98567
C 0.42309 4.20461 1.94886
C 1.37484 3.25127 1.63614
C 1.39787 2.78139 0.32645
N 2.17984 1.85986 -0.33659
H 3.80398 -1.97631 -2.80148
H 2.47755 -0.47141 -3.85463
H 1.53357 -1.58806 -1.38465
H 0.66926 -1.49162 -4.15546
H 0.22112 -2.66279 -2.93072
H -2.72080 2.37583 -2.14088
H -5.10953 2.49010 -2.91001
H -6.26295 0.53776 -3.73564
H -4.99180 -1.59699 -3.92658
H -2.08710 -2.58561 -3.53087
H -1.11388 4.61174 -1.07182
H -1.20690 5.42903 1.27291
H 0.37991 4.59809 2.95653
H 2.08246 2.91544 2.37919
H 2.84973 1.20408 0.03605
C 5.25367 -2.09007 -0.52184
C 4.03457 -1.28675 -0.87814
N 3.13649 -0.97022 -0.03067
N 3.39799 -1.36574 1.28619
C 2.46743 -2.07217 1.83210
N 2.66274 -2.46354 3.13596
S 0.94998 -2.61610 1.10937
C 3.82555 -0.97063 -2.34498
C 5.01529 -0.28885 -2.97221
C 5.05336 0.71037 -3.86036
C 4.01491 1.62145 -4.32762
C 2.87500 1.88891 -3.68014
N 2.41070 1.11808 -2.61903
H 4.97015 -2.94038 0.09673
H 5.94355 -1.48379 0.06813
H 5.76957 -2.44892 -1.41027
H 3.61502 -2.44870 3.46489
H 2.08042 -3.21492 3.46171
H 5.96891 -0.75334 -2.74356
H 6.03807 0.93186 -4.26115
H 4.25697 2.24444 -5.17844
H 2.25244 2.73258 -3.95132
```

2.
Here is C40H34N7O8W as an isolated structure from the OMol25 dataset. Energies are from ωB97M-V with the def2-TZVPD basis set.

## Properties
* ΔE to the lowest compared entry with this formula, charge and spin: 0.110 eV
* HOMO-LUMO gap: 6.9517 eV
* total energy: -70641.9124 eV
* total charge: +3

```
90
C40H34N7O8W, DFT ωB97M-V with the def2-TZVPD basis set
W -0.13674 0.01513 -0.80688
C -3.32903 1.62876 -0.36791
C -3.12416 0.42281 0.49333
C -4.20171 0.07460 1.30894
C -4.14762 -1.02398 2.13345
C -2.95429 -1.72394 2.20504
C -1.88920 -1.32727 1.42316
N -1.98497 -0.32075 0.50503
C -0.53844 -1.85240 1.66094
C -0.23176 -2.83916 2.58938
C 1.09288 -3.18876 2.78270
C 2.08031 -2.53468 2.06388
C 1.70962 -1.54813 1.16076
N 0.42500 -1.23067 0.97831
C 2.65237 -0.68646 0.43752
C 4.00519 -0.72787 0.70544
C 4.82626 0.26950 0.20690
C 4.24198 1.28986 -0.50628
C 2.87888 1.28077 -0.80416
C 2.38857 2.43884 -1.61351
N 2.09143 0.25404 -0.37752
H -4.39159 1.74362 -0.57500
H -2.80639 1.59581 -1.31790
H -3.01606 2.51627 0.18651
H -5.09308 0.68336 1.25899
H -4.99555 -1.31129 2.73914
H -2.84699 -2.53592 2.90656
H -1.00547 -3.32692 3.16001
H 1.35611 -3.95416 3.49946
H 3.11726 -2.78274 2.22307
H 4.41433 -1.49534 1.34320
H 5.88839 0.26401 0.40700
H 4.83487 2.11512 -0.87332
H 3.21666 2.84202 -2.19368
H 2.06056 3.23057 -0.93605
H 1.58767 2.20257 -2.30605
C 2.57253 0.09829 -4.56305
C 2.09756 -0.07366 -3.26205
N 0.81416 0.03660 -2.92749
C -0.08881 0.19882 -3.94102
C 0.30957 0.38023 -5.27386
C 1.68261 0.36932 -5.56564
C -0.67344 0.53693 -6.30539
C -1.98226 0.39005 -6.02720
C -2.40579 0.06295 -4.69730
C -3.73261 -0.31007 -4.42029
C -4.04321 -0.78313 -3.17554
C -3.05937 -0.77908 -2.18338
N -1.83128 -0.30858 -2.37370
C -1.47663 0.03617 -3.64748
H 3.63308 0.01147 -4.75125
H 2.79590 -0.33710 -2.48964
H 2.01574 0.52701 -6.58306
H -0.33576 0.73730 -7.31242
H -2.73066 0.46516 -6.80326
H -4.47367 -0.27835 -5.20834
H -5.02879 -1.15766 -2.93873
H -3.29460 -1.19032 -1.21858
O 0.00603 2.77096 2.28936
C -0.13932 2.50981 1.13589
O 0.01395 1.22168 0.69604
C -0.49727 3.46423 0.06488
C -0.67900 4.81514 0.36392
C -1.02962 5.67835 -0.65360
C -1.20492 5.26434 -1.96606
C -1.00432 3.92754 -2.22962
C -0.66324 3.01688 -1.23943
O -0.54873 1.71786 -1.60871
N -1.14085 3.39671 -3.59143
O -2.25876 3.23607 -4.01276
O -0.11142 3.23889 -4.21067
N -1.23345 7.11324 -0.33848
O -1.53096 7.82524 -1.26206
O -1.08465 7.43441 0.81091
H -0.55416 5.17729 1.37679
H -1.48356 5.97576 -2.73358
C -0.83807 -3.31926 -2.94900
C 0.10568 -3.14096 -1.77399
C 1.55912 -3.32708 -2.17494
C -0.27861 -4.04163 -0.61772
O -0.03097 -1.73472 -1.28485
H -0.76612 -4.35370 -3.28354
H -0.56965 -2.68144 -3.78943
H -1.87340 -3.13855 -2.66413
H 1.73360 -4.39172 -2.32730
H 2.23698 -2.99161 -1.38794
H 1.79484 -2.81570 -3.10449
H -0.24143 -5.07505 -0.96187
H -1.29706 -3.84519 -0.28279
H 0.41080 -3.94632 0.21962
```

3.
Here is C40H35BBr3Cl2O11 as an isolated structure at a distorted geometry from the OMol25 dataset. Energies are from ωB97M-V with the def2-TZVPD basis set.

## Properties
* HOMO-LUMO gap: 5.8917 eV
* total energy: -300417.8840 eV
* total charge: -1

```
92
C40H35BBr3Cl2O11, DFT ωB97M-V with the def2-TZVPD basis set
C 3.46551 -0.26543 -0.33507
C 3.16244 1.28827 0.09090
Br 3.89585 2.04201 1.82490
C 2.31680 2.15409 -0.77512
Br 1.97512 4.05258 -0.11354
B 1.60148 1.72294 -2.19095
O 2.59828 2.10697 -3.21916
O 0.42212 2.64613 -2.34208
C -0.82770 1.91739 -1.94188
O -0.82864 1.51402 -0.52787
C -1.97944 2.93792 -2.51500
O -3.14434 3.11610 -1.62580
C -3.89652 1.86920 -1.43188
O -3.84524 0.92051 -2.55366
C -5.06836 0.08040 -2.51596
C -4.84856 -1.45546 -3.04922
O -6.05646 -2.24568 -2.64052
C -0.50471 0.51130 -2.71811
Br -1.25349 -1.12169 -1.76466
C -0.37621 0.47146 -4.35178
Cl -2.04789 0.36005 -5.22762
C 0.45529 -0.88022 -4.87932
C 2.02923 -0.57598 -5.23078
Cl -0.35471 -1.38974 -6.50758
O 0.93703 0.40082 -2.31372
H 4.05245 -0.40210 -1.33812
H 2.41143 -0.80503 -0.47949
H 4.07951 -0.76207 0.54570
H 2.16258 1.98540 -4.13214
H -1.11996 2.26809 0.06551
H -1.45788 4.01078 -2.57438
H -2.28718 2.70388 -3.64485
H -3.45504 1.33016 -0.49039
H -5.03624 2.19035 -1.28176
H -5.58079 0.07942 -1.45958
H -5.84420 0.58573 -3.26663
H -4.70245 -1.48914 -4.22830
H -3.93372 -2.01804 -2.58073
H -5.77576 -2.67974 -1.75962
H 0.17297 1.39279 -4.82069
H 0.30808 -1.80217 -4.16492
H 2.38321 -1.44861 -5.96408
H 2.68562 -0.70464 -4.25834
H 2.22051 0.42848 -5.80679
C 1.92773 -5.23751 -0.70886
C 2.48335 -6.51668 -0.71078
C 1.66533 -7.63304 -0.89204
C 0.28478 -7.47067 -1.05992
C -0.27379 -6.19340 -1.03339
C 0.55114 -5.07305 -0.86903
C -1.73454 -6.01361 -1.15978
O -2.22563 -4.89170 -1.14015
C -2.59503 -7.20509 -1.30125
C -3.98634 -7.05287 -1.36388
C -4.80670 -8.17343 -1.51108
C -4.24132 -9.44478 -1.60537
C -2.85596 -9.59987 -1.53764
C -2.03199 -8.47823 -1.37542
C -0.57034 -8.65601 -1.26892
O -0.07294 -9.77345 -1.34704
H 2.56637 -4.36686 -0.57680
H 3.55463 -6.64559 -0.57323
H 2.10678 -8.62828 -0.89763
H 0.12382 -4.07187 -0.86094
H -4.43560 -6.06346 -1.29423
H -5.88707 -8.05343 -1.55424
H -4.87967 -10.31716 -1.72732
H -2.42202 -10.59599 -1.60706
C 4.29769 3.08301 4.81817
C 3.16775 2.53992 5.42915
C 2.16634 3.38036 5.91812
C 2.30077 4.76960 5.80672
C 3.44185 5.31313 5.21796
C 4.43762 4.46750 4.71192
C 3.61716 6.77778 5.13967
O 4.61759 7.25603 4.61944
C 2.57424 7.65697 5.70485
C 2.75448 9.04626 5.68934
C 1.76704 9.88558 6.20974
C 0.59594 9.34215 6.73708
C 0.41620 7.95829 6.75891
C 1.41204 7.11382 6.25047
C 1.22822 5.65029 6.31068
O 0.20130 5.17169 6.77820
H 5.07388 2.42783 4.42882
H 3.06467 1.46118 5.52331
H 1.28457 2.94913 6.38923
H 5.32493 4.88439 4.23872
H 3.66450 9.47877 5.27654
H 1.91134 10.96381 6.20144
H -0.17658 9.99602 7.13593
H -0.49855 7.54104 7.17665
```